{"formula": "C5H11N2O2", "method": "ωB97M-V/def2-TZVPD", "elements": ["C", "C", "C", "C", "C", "N", "N", "O", "O", "H", "H", "H", "H", "H", "H", "H", "H", "H", "H", "H"], "xyz": [[0.002, -0.710, 0.119], [0.267, 0.160, 1.224], [-0.557, -2.007, 0.181], [0.934, 1.417, 0.814], [-0.485, 0.669, -1.880], [-0.579, -2.727, 1.317], [0.375, -0.338, -1.262], [-0.782, -2.735, -0.913], [-0.133, -0.033, 2.455], [1.820, 1.276, 0.320], [0.999, 2.057, 1.742], [0.366, 1.904, -0.003], [-0.036, 1.556, -1.889], [-0.606, 0.322, -2.901], [-1.579, 0.781, -1.432], [-0.682, -2.379, 2.267], [-0.804, -3.736, 1.143], [1.290, 0.099, -1.189], [-0.682, -2.243, -1.802], [0.066, 0.685, 3.010]], "mulliken_charge": [0.39, 0.73, 0.24, -1.31, -1.09, -0.34, -0.46, -0.54, -0.45, 0.43, 0.37, 0.24, 0.56, 0.34, 0.30, 0.25, 0.28, 0.32, 0.40, 0.34], "charge": 1, "relative_energy_kcal_mol": 0.0, "multiplicity": 3}